The molecule C26H33N3O4. Source: OMol25; level of theory: ωB97M-V with the def2-TZVPD basis set.

Each atom is followed by the atoms it is bonded to, with distances in Å.
Cartesian coordinates (Å):
1 C 2.46 6.62 2.33  H2 1.087, H3 1.088, H4 1.087, C5 1.534
2 H 2.22 7.67 2.17  C1 1.087
3 H 1.53 6.06 2.34  C1 1.088
4 H 2.94 6.53 3.30  C1 1.087
5 C 3.38 6.13 1.20  C1 1.534, N6 1.446, H65 1.094, H66 1.095
6 N 3.70 4.72 1.18  C5 1.446, C7 1.445, C58 1.451
7 C 2.59 3.86 0.86  N6 1.445, H8 1.093, H9 1.103, C10 1.534
8 H 1.97 4.37 0.11  C7 1.093
9 H 1.95 3.63 1.73  C7 1.103
10 C 3.08 2.54 0.24  C7 1.534, N11 1.441, H56 1.092, H57 1.095
11 N 2.00 1.74 -0.27  C10 1.441, C12 1.354, C44 1.447
12 C 1.94 1.30 -1.55  N11 1.354, O13 1.210, C14 1.529
13 O 2.72 1.59 -2.43  C12 1.210
14 C 0.71 0.40 -1.66  C12 1.529, O15 1.211, C16 1.454
15 O 0.36 -0.18 -2.66  C14 1.211
16 C 0.13 0.37 -0.33  C14 1.454, C17 1.355, C44 1.511
17 C -0.91 -0.38 0.11  C16 1.355, C18 1.464, O42 1.354
18 C -1.77 -1.21 -0.74  C17 1.464, C19 1.393, C23 1.396
19 C -2.10 -2.50 -0.34  C18 1.393, C20 1.381, H41 1.083
20 C -2.91 -3.31 -1.11  C19 1.381, C21 1.394, H40 1.078
21 C -3.43 -2.82 -2.31  C20 1.394, C22 1.401, O26 1.350
22 C -3.13 -1.51 -2.70  C21 1.401, C23 1.374, H25 1.078
23 C -2.30 -0.72 -1.94  C18 1.396, C22 1.374, H24 1.077
24 H -2.08 0.28 -2.25  C23 1.077
25 H -3.54 -1.15 -3.62  C22 1.078
26 O -4.23 -3.51 -3.16  C21 1.350, C27 1.414
27 C -4.64 -4.83 -2.85  O26 1.414, C28 1.536, H38 1.097, H39 1.094
28 C -5.79 -4.87 -1.83  C27 1.536, C29 1.526, C33 1.526, H37 1.096
29 C -6.09 -6.32 -1.46  C28 1.526, H30 1.087, H31 1.088, H32 1.088
30 H -6.90 -6.36 -0.74  C29 1.087
31 H -5.22 -6.80 -1.01  C29 1.088
32 H -6.38 -6.89 -2.34  C29 1.088
33 C -7.02 -4.19 -2.41  C28 1.526, H34 1.087, H35 1.088, H36 1.087
34 H -7.81 -4.13 -1.66  C33 1.087
35 H -7.39 -4.74 -3.27  C33 1.088
36 H -6.77 -3.18 -2.73  C33 1.087
37 H -5.48 -4.33 -0.93  C28 1.096
38 H -3.79 -5.43 -2.51  C27 1.097
39 H -4.98 -5.24 -3.80  C27 1.094
40 H -3.11 -4.31 -0.78  C20 1.078
41 H -1.67 -2.91 0.57  C19 1.083
42 O -1.17 -0.39 1.44  C17 1.354, H43 0.967
43 H -1.93 -0.96 1.62  O42 0.967
44 C 0.98 1.20 0.60  N11 1.447, C16 1.511, C45 1.512, H55 1.099
45 C 1.59 0.36 1.70  C44 1.512, C46 1.388, C50 1.390
46 C 1.39 0.65 3.04  C45 1.388, C47 1.387, H54 1.080
47 C 2.00 -0.15 4.00  C46 1.387, N48 1.321, H53 1.082
48 N 2.77 -1.18 3.70  C47 1.321, C49 1.322
49 C 2.97 -1.45 2.42  N48 1.322, C50 1.385, H52 1.082
50 C 2.41 -0.72 1.38  C45 1.390, C49 1.385, H51 1.080
51 H 2.60 -0.98 0.35  C50 1.080
52 H 3.61 -2.30 2.22  C49 1.082
53 H 1.87 0.04 5.05  C47 1.082
54 H 0.76 1.48 3.34  C46 1.080
55 H 0.38 2.00 1.05  C44 1.099
56 H 3.74 2.76 -0.60  C10 1.092
57 H 3.63 1.96 0.99  C10 1.095
58 C 4.60 4.24 2.21  N6 1.451, C59 1.535, H63 1.096, H64 1.092
59 C 3.97 3.69 3.50  C58 1.535, H60 1.086, H61 1.087, H62 1.088
60 H 3.27 4.40 3.94  C59 1.086
61 H 4.75 3.49 4.22  C59 1.087
62 H 3.43 2.76 3.31  C59 1.088
63 H 5.22 3.45 1.77  C58 1.096
64 H 5.26 5.07 2.47  C58 1.092
65 H 4.33 6.68 1.25  C5 1.094
66 H 2.92 6.37 0.24  C5 1.095

As for the orbital gap: 7.935 eV. The HOMO energy comes out at -8.21 eV. The total charge is 0. The calculation puts the LUMO energy at -0.3 eV. As for the SMILES: CCN(CC)CCN1C(=O)C(=O)/C(=C(/O)c2ccc(OCC(C)C)cc2)[C@H]1c1ccncc1.